Arrangement one

# C4H6N4

An isolated molecule of C4H6N4 (ωB97M-V/def2-TZVPD, the OMol25 dataset).

Each line ends with the natural charge from an NBO analysis.
Cartesian coordinates (Å):
C1 1.243 -0.370 0.092  0.569
C2 -2.435 -0.968 -0.198  -0.488
H1 0.134 -1.954 0.205  0.421
H2 -3.357 -0.380 -0.155  0.216
H3 1.912 1.561 -0.156  0.397
C3 -1.220 -0.349 0.041  0.122
C4 -1.124 1.159 0.087  0.008
N1 1.109 0.957 -0.092  -0.452
H4 3.084 -0.504 -0.238  0.335
N2 0.006 -0.937 0.269  -0.598
H5 -2.521 -2.101 -0.216  0.211
H6 -2.054 1.753 0.072  0.211
N3 0.015 1.771 -0.009  -0.195
N4 2.300 -1.107 -0.118  -0.757

## Properties
**Structure (SMILES)**: [H]/N=C1\NN=CC(=C)N1
**LUMO level**: 0.63 eV
**M**: 110.12 g/mol
**Gap between HOMO and LUMO**: 9.17 eV

Arrangement two

# C4H6N4

An isolated molecule of C4H6N4 (ωB97M-V/def2-TZVPD, the OMol25 dataset).

Each line ends with the natural charge from an NBO analysis.
Cartesian coordinates (Å):
H1 1.792 2.589 0.307  0.201
N1 -2.012 0.296 1.727  -0.868
H2 -2.135 1.231 2.199  0.345
C1 0.710 -0.358 -0.916  0.041
N2 -0.314 -0.506 -0.072  -0.194
N3 0.035 1.562 0.886  -0.456
H3 0.921 -1.112 -1.634  0.225
H4 -0.569 -2.380 -0.363  0.363
C2 1.332 0.903 -0.966  -0.333
N4 -1.159 -1.612 -0.112  -0.647
C3 1.038 1.821 0.127  0.104
H5 2.151 1.152 -1.797  0.238
C4 -0.792 0.514 0.701  0.529
H6 -1.898 -1.695 0.610  0.451

## Properties
**Structure (SMILES)**: [H]/N=c1\ncccn1N
**LUMO level (spin up / spin down)**: 0.15 / 0.16 eV
**M**: 110.12 g/mol
**Gap between HOMO and LUMO (spin up / spin down)**: 7.65 / 7.65 eV

Energies in kcal/mol, measured from the most stable structure: arrangement one 0.0; arrangement two 56.5.